No. 1
A 12-piece molecular cluster, C5H33NO13 overall, computed with wB97M-V/def2-TZVPD.

The geometry in XYZ format:
```
52
Properties=species:S:1:pos:R:3:nbo_charge:R:1
C -1.866 -0.877 -1.560 -0.428
N -0.508 -0.540 -1.955 -0.603
C 0.503 -0.448 -1.052 0.710
O 1.474 0.140 -1.498 -0.715
C 0.540 -1.236 0.215 -0.527
C 0.983 -2.616 0.040 -0.441
C 0.497 -3.434 1.144 -0.062
O -0.857 -3.486 1.492 -0.736
H -1.829 -1.211 -0.417 0.218
H -2.520 0.014 -1.740 0.200
H -2.158 -1.839 -2.124 0.219
H -0.564 -0.111 -2.984 0.425
H 1.202 -0.803 1.035 0.258
H -0.530 -1.207 0.761 0.230
H 2.112 -2.651 0.088 0.232
H 0.759 -3.066 -0.952 0.214
H 1.288 -3.263 2.044 0.170
H 0.676 -4.524 0.868 0.181
H -0.933 -2.810 2.250 0.492
O -4.304 0.455 1.294 -0.951
H -4.355 0.876 2.172 0.463
H -3.335 0.802 1.158 0.485
O 0.911 -2.269 -3.076 -0.933
H 0.476 -3.123 -3.055 0.467
H 0.976 -2.210 -4.052 0.473
O 2.019 3.953 0.819 -0.958
H 1.702 3.221 0.266 0.497
H 1.471 4.623 0.347 0.501
O -2.888 -3.487 -0.577 -0.951
H -2.607 -4.350 -0.753 0.457
H -2.646 -3.478 0.441 0.493
O 0.417 2.599 -2.614 -0.963
H -0.288 2.017 -2.238 0.473
H 1.281 2.429 -2.185 0.498
O -2.239 2.482 1.954 -1.018
H -1.222 2.578 2.163 0.522
H -2.624 3.295 2.375 0.473
O -0.570 4.575 -0.615 -0.962
H -1.415 4.599 -0.250 0.469
H -0.694 3.950 -1.377 0.489
O 2.482 1.413 0.597 -1.038
H 3.441 1.812 0.298 0.502
H 2.112 0.763 -0.056 0.499
O -0.106 -0.446 3.795 -0.972
H -0.439 -0.611 4.669 0.481
H -0.041 0.492 3.589 0.492
O 0.589 2.607 2.362 -1.014
H 1.392 3.247 2.144 0.522
H 1.051 1.851 2.239 0.468
O 4.132 -0.076 -2.541 -0.939
H 3.608 -0.850 -2.939 0.465
H 3.442 0.228 -2.011 0.473
```

As for the spin multiplicity: 1. The value obtained for the LUMO energy is 0.000 eV. Its charge is 0. As for the energy above the lowest of the compared OMol25 structures with the same formula, charge and spin: 5.8485 eV. The SMILES is CNC(=O)CCCO.O.O.O.O.O.O.O.O.O.O.O.

***

No. 2
A 13-piece molecular cluster, C5H33O14S overall, computed with wB97M-V/def2-TZVPD.

The geometry in XYZ format:
```
53
Properties=species:S:1:pos:R:3:nbo_charge:R:1
O 1.385 1.329 -0.342 -0.800
C 0.428 0.820 -1.045 0.809
O 0.668 0.383 -2.189 -0.782
C -0.919 0.646 -0.382 -0.548
C -1.937 1.589 -0.739 -0.429
C -2.371 1.621 -2.222 -0.551
S -3.883 0.751 -2.656 0.157
C -3.594 -0.833 -1.617 -0.724
H -1.191 -0.426 -0.238 0.235
H -0.730 0.808 0.781 0.253
H -2.901 1.404 -0.263 0.203
H -1.568 2.534 -0.444 0.217
H -1.452 1.119 -2.697 0.220
H -2.514 2.574 -2.758 0.226
H -4.108 -1.725 -2.013 0.230
H -4.175 -0.686 -0.619 0.210
H -2.666 -1.220 -1.499 0.219
H -0.380 -2.879 3.233 0.466
H -0.710 -2.510 1.752 0.491
O -0.121 -2.319 2.513 -0.954
H -1.646 0.217 2.685 0.462
H -2.692 0.559 1.691 0.465
O -2.117 -0.210 2.012 -0.926
H 4.032 2.288 0.407 0.491
H 2.840 2.736 -0.733 0.511
O 3.849 2.841 -0.372 -1.014
H 1.229 -1.459 -2.655 0.500
H 1.212 -2.142 -4.065 0.499
O 1.561 -2.296 -3.116 -1.008
H 2.915 -0.944 -2.075 0.498
H 2.439 0.040 -0.922 0.507
O 2.882 -0.815 -1.149 -1.001
H -2.378 2.551 3.100 0.455
H -1.784 1.286 3.756 0.478
O -2.542 1.902 3.830 -0.959
H 2.942 -1.978 2.749 0.479
H 1.865 -2.245 3.748 0.469
O 2.642 -2.651 3.379 -0.948
H 2.493 1.336 2.374 0.499
H 1.361 1.528 1.090 0.511
O 1.659 1.643 2.035 -1.071
H -0.532 -0.732 -3.415 0.489
H -0.660 -0.338 -4.732 0.457
O -0.552 -1.123 -4.300 -0.950
H 0.115 -3.339 -2.241 0.508
H -0.420 -2.146 -1.272 0.461
O -0.648 -3.119 -1.627 -0.981
H 4.542 -0.060 1.180 0.453
H 3.520 -0.228 0.216 0.504
O 3.684 0.233 1.086 -0.990
H 0.542 0.624 3.188 0.512
H 0.377 1.966 3.670 0.498
O 0.011 1.096 3.918 -1.004
```

As for the spin multiplicity: 1. The value obtained for the LUMO energy is 2.509 eV. Its charge is -1. As for the energy above the lowest of the compared OMol25 structures with the same formula, charge and spin: 3.6073 eV.

***

No. 3
A 11-piece molecular cluster, C5H34N2O11 overall, computed with wB97M-V/def2-TZVPD.

The geometry in XYZ format:
```
52
Properties=species:S:1:pos:R:3:nbo_charge:R:1
C 2.826 -1.360 -1.968 -0.634
C 2.902 -0.602 -0.668 -0.109
N 4.171 0.142 -0.371 -0.839
C 1.936 0.569 -0.838 -0.208
N 0.466 0.360 -0.821 -0.669
C -0.018 -0.751 0.024 -0.294
C 0.056 -0.483 1.535 -0.118
O 0.532 -1.779 2.015 -0.790
H 3.396 -0.893 -2.767 0.204
H 3.213 -2.381 -2.043 0.210
H 1.747 -1.432 -2.294 0.227
H 2.449 -1.157 0.115 0.207
H 4.639 -0.053 -1.252 0.359
H 4.680 -0.185 0.409 0.362
H 2.216 1.024 -1.855 0.176
H 2.188 1.422 -0.157 0.190
H 0.032 1.216 -0.502 0.388
H -0.970 -1.031 -0.431 0.231
H 0.609 -1.732 -0.237 0.212
H 0.803 0.258 1.767 0.242
H -0.812 -0.233 2.106 0.142
H 0.752 -1.761 2.945 0.473
O -0.900 2.417 1.181 -0.997
H -1.160 2.887 0.383 0.499
H -1.728 2.172 1.632 0.482
O -0.913 3.749 -1.222 -0.969
H -1.707 3.545 -1.721 0.503
H -1.066 4.690 -1.046 0.470
O -2.977 -1.244 1.180 -0.955
H -3.271 -2.099 0.841 0.478
H -2.179 -1.535 1.644 0.482
O -2.421 0.858 -3.768 -0.950
H -1.493 0.579 -3.777 0.488
H -2.874 0.003 -3.857 0.479
O -3.367 2.689 -1.850 -0.982
H -3.601 2.204 -1.047 0.487
H -2.959 1.905 -2.278 0.491
O -0.825 0.063 5.028 -0.927
H -1.115 -0.232 4.155 0.459
H 0.063 0.391 4.826 0.471
O 1.281 -3.841 0.372 -0.963
H 2.018 -4.453 0.490 0.466
H 1.230 -3.394 1.230 0.496
O 2.184 1.505 2.364 -0.943
H 1.947 2.447 2.110 0.485
H 3.120 1.634 2.157 0.473
O -3.756 1.133 0.661 -0.974
H -4.403 0.634 1.183 0.487
H -3.265 0.458 0.200 0.494
O -1.445 -2.402 -2.054 -0.943
H -1.669 -3.345 -2.126 0.465
H -0.562 -2.576 -1.605 0.483
```

As for the spin multiplicity: 1. The value obtained for the LUMO energy is 0.142 eV. Its charge is 0. As for the energy above the lowest of the compared OMol25 structures with the same formula, charge and spin: 3.7343 eV. The SMILES is C[C@@H](N)CNCCO.O.O.O.O.O.O.O.O.O.O.